(1)
Density functional theory data (wB97M-V/def2-TZVPD) for 5 unconnected molecules or ions with the total composition CH14N2O4.

Last column: natural (NBO) charge in e.
Element x y z (Å)
O -2.8162 0.3778 -0.6908  -0.99
O -0.8981 2.1964 -1.6180  -1.01
O -1.7648 -2.0076 1.3815  -0.94
O 1.1121 0.6881 -2.6831  -0.99
N 0.9807 -0.4166 -0.0135  -0.88
N 1.4533 -0.7361 2.3537  -0.85
C 1.9569 -0.3744 1.0345  -0.04
H -2.1682 -2.8670 1.5395  0.46
H 1.4408 0.3389 -1.8336  0.51
H 0.4277 -1.2651 0.0388  0.39
H -0.1808 1.6981 -2.0556  0.51
H 2.4541 0.6074 0.9790  0.15
H 0.2674 0.3064 0.0197  0.37
H -2.5192 -1.4463 1.1670  0.48
H -2.2756 1.0527 -1.1342  0.51
H 2.2011 -0.7993 3.0246  0.36
H 0.7338 -0.1312 2.7132  0.36
H 1.0225 -0.0545 -3.2996  0.49
H -0.6363 3.1206 -1.5540  0.48
H -3.5363 0.8199 -0.2180  0.46
H 2.7452 -1.1081 0.8489  0.17

Force components x, y, z for each atom (eV/Å):
-0.38 -0.32 0.30
-0.15 0.11 0.18
-0.25 -0.07 0.06
0.15 0.11 -0.43
-0.52 -0.23 -0.61
-0.11 -0.21 -0.18
0.50 0.24 0.54
0.15 -0.06 0.04
-0.21 -0.51 0.02
0.14 -0.27 0.04
0.09 0.12 -0.21
-0.19 0.00 0.12
0.27 0.29 0.38
0.19 0.18 -0.25
-0.12 0.22 0.26
0.12 0.02 0.16
-0.12 0.25 -0.05
0.05 0.26 0.46
0.03 -0.23 -0.10
0.43 0.08 -0.39
-0.07 0.01 -0.33

Calculated values
**Energy relative to the best compared isomer or geometry (same formula, charge and spin)**: 0.299 eV
**DFT total energy**: -12434.75291 eV
**Net charge**: 0
**Kohn-Sham gap**: 9.9 eV
**SMILES string**: NCN.O.O.O.O
**HOMO**: -9.1 eV
**F_max**: 0.8 eV/Å

(2)
Density functional theory data (wB97M-V/def2-TZVPD) for a molecular structure, C35H37ClN4O4PbS.

Last column: Löwdin charge in e.
Element x y z (Å)
Pb -0.3690 0.1083 0.1736  1.54
Cl 1.1413 -0.3053 -7.3031  0.64
S -0.2643 2.1466 2.5763  0.41
O -0.6130 0.7617 2.9126  -0.44
O -0.2924 1.2724 -1.8503  -0.21
O 1.0689 2.5366 2.9662  -0.31
O -0.5549 2.4150 1.1418  -0.47
N 3.7310 0.3425 -2.0167  -0.07
N -2.7736 -0.8202 0.6415  0.02
N -1.3234 -1.4688 -1.5785  0.01
N 1.9143 -0.4529 -0.7714  0.03
C 4.9114 1.1991 -2.0997  -0.21
C -2.4381 -3.6618 -1.6030  -0.03
C 0.7233 1.7316 -3.8958  0.00
C 1.0622 1.3886 -5.1730  -0.10
C 5.9604 0.8689 -1.0402  -0.07
C -3.4933 3.4343 4.6403  -0.04
C -3.3977 4.8185 4.5471  -0.28
C 2.4468 -2.6584 1.3866  -0.11
C 0.7346 0.1141 -5.6635  -0.69
C -4.5998 -1.1610 2.1329  -0.03
C -4.4889 5.7103 5.0761  -0.05
C -2.2684 5.3688 3.9420  -0.04
C 2.8179 0.4382 -1.0164  -0.42
C 3.5809 -0.6801 -3.0440  -0.21
C 0.0869 -0.7797 -4.8629  -0.09
C -1.0575 -1.4326 -2.8390  -0.08
C -2.2553 -2.3939 -1.0946  -0.22
C 1.8717 -3.6543 0.6093  -0.10
C -3.4799 -4.4874 -1.1480  -0.07
C -0.2615 -3.2195 1.6325  -0.10
C 1.6670 -1.9344 2.2756  -0.10
C 0.0392 0.8435 -3.0051  -0.39
C -1.4253 3.1810 3.4533  -0.27
C 2.7806 1.6683 -0.1533  0.01
C -0.2620 -0.4639 -3.5293  -0.15
C -1.2920 4.5589 3.3884  -0.05
C 0.5157 -3.9280 0.7261  -0.09
C 4.3068 -1.9864 -2.7248  -0.06
C -3.0638 -1.9858 0.0145  -0.18
C -4.1263 -2.8146 0.4515  -0.15
C 0.3120 -2.2162 2.4056  -0.13
C -3.4952 -0.4286 1.6610  -0.10
C -2.5115 2.6175 4.0981  -0.07
C -4.9058 -2.3503 1.5352  0.00
C -4.3371 -4.0651 -0.1712  -0.04
H 2.5167 -0.8677 -3.1988  0.10
H 2.4776 -4.2250 -0.0847  0.10
H 6.8055 1.5533 -1.1223  0.08
H -4.6524 6.5487 4.3995  0.08
H 3.6288 2.3315 -0.2791  0.07
H 3.9583 -0.2631 -3.9785  0.12
H -0.2774 -1.6568 3.1180  0.09
H -5.1778 -0.7840 2.9652  0.11
H -2.5741 1.5395 4.1718  0.10
H -3.6106 -5.4645 -1.5946  0.11
H 2.6888 1.3971 0.8979  0.09
H 4.0356 -2.7510 -3.4537  0.08
H 1.9321 -1.2808 -1.3572  0.05
H 0.9557 2.7161 -3.5098  0.12
H 5.5398 0.9512 -0.0381  0.07
H -5.7305 -2.9582 1.8871  0.12
H 4.6192 2.2481 -2.0345  0.11
H -0.1518 -1.7644 -5.2478  0.11
H -4.2146 6.1144 6.0527  0.08
H 1.8659 2.2139 -0.4028  0.08
H 0.0673 -4.7021 0.1153  0.10
H 6.3274 -0.1487 -1.1735  0.07
H -0.4261 4.9831 2.8965  0.12
H -1.3113 -3.4607 1.7481  0.10
H 4.0446 -2.3411 -1.7268  0.06
H -5.1698 -4.6792 0.1469  0.11
H -5.4255 5.1653 5.1838  0.07
H 5.3886 -1.8537 -2.7614  0.07
H 3.5044 -2.4445 1.2942  0.10
H -2.1638 6.4461 3.8915  0.11
H -4.3534 2.9930 5.1304  0.11
H -3.1774 0.4876 2.1442  0.10
H -1.5235 -2.1775 -3.4942  0.13
H -1.7618 -4.0308 -2.3636  0.11
H 5.3428 1.0522 -3.0889  0.12
H 1.5759 2.0884 -5.8194  0.11
H 2.1039 -1.1511 2.8826  0.11

Force components x, y, z for each atom (eV/Å):
0.38 0.09 -0.12
0.06 -0.03 -0.06
-0.13 0.25 0.16
-0.10 0.13 0.09
-0.14 -0.07 0.24
0.00 0.11 -0.02
0.10 0.07 0.34
-0.03 0.12 -0.23
-0.30 0.10 -0.12
0.13 0.17 -0.21
0.10 -0.05 -0.13
0.04 0.00 0.21
0.19 0.30 0.03
0.01 0.04 0.09
-0.02 -0.11 0.02
-0.07 0.03 -0.14
0.01 0.11 -0.02
-0.04 -0.04 -0.02
0.04 -0.04 0.01
0.03 -0.04 0.03
-0.14 -0.11 0.06
0.15 -0.03 0.03
0.00 -0.06 -0.02
-0.02 -0.25 -0.02
0.05 -0.18 0.10
0.00 -0.02 0.06
-0.26 -0.19 0.16
-0.28 -0.42 -0.01
0.00 -0.01 -0.02
-0.19 -0.09 0.08
-0.02 0.01 0.05
-0.01 -0.01 0.12
0.03 -0.17 -0.31
0.04 -0.20 -0.19
-0.08 0.04 0.03
0.23 0.43 0.01
0.11 0.08 0.00
0.00 -0.03 -0.07
-0.02 0.10 -0.03
-0.22 -0.21 -0.01
0.24 0.11 -0.05
0.08 -0.17 0.07
0.08 -0.11 -0.10
0.03 -0.12 0.04
0.02 0.10 0.02
0.03 -0.06 -0.06
-0.01 0.08 -0.02
0.01 0.02 0.00
0.01 0.00 0.04
-0.04 0.03 0.04
-0.03 0.02 0.05
-0.04 0.00 -0.02
-0.06 0.06 -0.03
0.01 -0.01 0.01
-0.03 0.01 0.00
0.01 0.00 0.00
0.07 -0.03 0.00
0.02 -0.03 0.01
0.18 0.05 -0.04
-0.02 0.00 0.01
0.03 0.02 0.02
-0.01 0.02 0.00
0.02 -0.01 -0.05
-0.08 0.02 -0.03
-0.05 0.03 0.01
0.05 0.07 -0.06
-0.02 -0.01 0.03
0.01 -0.02 0.04
-0.02 0.04 0.00
-0.02 0.02 -0.03
-0.03 -0.03 0.00
0.04 -0.05 0.04
-0.01 0.01 0.02
0.01 -0.01 0.02
-0.01 0.02 0.00
-0.02 0.01 -0.04
0.00 -0.02 -0.01
-0.04 0.05 0.01
0.00 -0.01 0.03
-0.04 0.01 -0.05
-0.05 0.04 -0.03
-0.01 0.02 0.01
0.01 0.02 -0.03

Calculated values
**Energy relative to the best compared isomer or geometry (same formula, charge and spin)**: 0.000 eV
**DFT total energy**: -79653.69042 eV
**Net charge**: 0
**Kohn-Sham gap**: 7.0 eV
**HOMO**: -7.6 eV
**F_max**: 0.5 eV/Å

Question: What is the DFT total energy in the first record?
Answer: -12434.75291 eV